# 1
A 7-piece molecular cluster, C27H35Cl2N3O18P overall in a non-equilibrium geometry, computed with ωB97M-V with the def2-TZVPD basis set.

The geometry in XYZ format:
```
86
Properties=species:S:1:pos:R:3:lowdin_charge:R:1
Cl 3.035 7.511 -0.862 0.564
Cl 2.457 9.693 1.736 0.618
P -0.292 5.932 -0.091 0.780
O -0.551 -7.180 -5.796 0.073
O -0.075 -1.610 2.622 0.049
O -5.150 -9.187 0.791 0.132
O 3.381 -6.034 -0.544 0.072
O -3.961 -7.517 -0.224 0.058
O -0.547 -7.369 -3.551 0.049
O -2.091 12.295 -0.389 0.067
O 1.707 -4.709 -1.365 0.104
O -4.114 -9.533 -1.219 0.070
O 0.535 1.246 -1.957 0.096
O 0.921 -0.885 -2.694 0.081
O -1.450 -9.044 -4.822 0.136
O -1.247 11.907 1.663 0.064
O 0.841 -0.474 -0.481 0.029
O -3.205 13.070 1.452 0.142
O -1.349 -3.378 3.194 0.081
O 0.180 -3.591 1.506 0.123
O 1.285 -6.281 0.243 0.064
N -0.993 6.745 1.139 -0.309
N 3.491 4.793 1.475 0.127
N 2.366 5.346 0.998 -0.169
C -4.468 -8.782 -0.136 -0.516
C -0.491 11.133 0.751 -0.173
C -3.529 -8.651 -2.158 -0.140
C 0.711 3.224 0.785 -0.042
C 0.259 -6.252 -3.875 -0.143
C 1.363 -2.058 -2.038 -0.141
C -0.709 2.514 0.404 -0.112
C 1.081 4.779 0.630 -0.146
C -0.150 -5.927 -5.274 -0.134
C -0.898 -7.960 -4.731 -0.506
C 2.246 7.838 1.936 -0.494
C 3.290 3.349 1.617 -0.006
C 0.864 -1.879 -0.641 -0.151
C 1.778 7.293 3.443 -0.102
C -0.789 11.769 -0.568 -0.141
C 3.458 -6.896 0.575 -0.132
C -3.055 -7.514 -1.312 -0.150
C -2.073 2.994 0.759 0.011
C -1.066 -1.137 3.515 -0.140
C -0.367 -2.919 2.365 -0.495
C 2.497 6.877 0.815 -0.571
C 2.090 -5.597 -0.621 -0.484
C -1.554 -2.383 4.179 -0.131
C 2.010 2.429 1.355 0.100
C -2.264 12.476 0.953 -0.511
C 2.048 -7.361 0.748 -0.128
C 0.747 0.066 -1.731 -0.515
H -0.652 1.479 -0.184 0.107
H 1.522 -2.344 0.099 0.126
H -0.638 -0.426 4.228 0.137
H 4.263 2.769 2.000 0.143
H 3.818 -6.324 1.437 0.138
H -0.104 12.591 -0.800 0.138
H -0.772 11.049 -1.391 0.135
H 1.828 -8.256 0.158 0.141
H -1.349 5.218 -0.764 0.018
H 0.671 -5.508 -5.861 0.141
H 1.312 -6.544 -3.804 0.140
H -2.611 -2.322 4.454 0.144
H -0.576 6.477 2.059 -0.048
H 0.573 11.170 1.000 0.055
H -0.152 -2.267 -0.507 0.139
H 1.799 -7.555 1.795 0.143
H -2.988 2.597 0.113 0.103
H 0.950 -2.950 -2.517 0.117
H -4.293 -8.344 -2.880 0.142
H 4.148 -7.722 0.383 0.142
H 0.643 7.512 3.658 0.093
H -0.832 10.094 0.801 0.126
H 2.456 -2.101 -2.089 0.143
H -2.711 -9.140 -2.693 0.119
H 1.940 6.129 3.560 0.083
H -3.089 -6.558 -1.842 0.133
H 0.270 6.884 -1.040 -0.002
H 2.449 7.807 4.285 0.110
H 2.046 1.279 1.567 0.132
H -2.041 -7.672 -0.928 0.131
H 0.072 -5.426 -3.183 0.121
H -1.002 -5.239 -5.312 0.138
H -1.850 -0.635 2.939 0.136
H -2.332 3.754 1.619 0.087
H -0.969 -2.640 5.069 0.141
```

## Properties
**E**: -3829.54672 a.u.
**2S+1**: 1
**Charge**: +1


# 2
C27H35KN6O8 as an isolated structure, computed with ωB97M-V with the def2-TZVPD basis set.

The geometry in XYZ format:
```
77
Properties=species:S:1:pos:R:3:lowdin_charge:R:1
K -0.122 -0.266 0.482 0.797
O -4.791 0.368 -2.507 -0.002
O -3.116 -1.915 -3.773 0.001
O 0.363 -0.364 4.575 -0.030
O 1.285 1.382 1.874 -0.098
O -0.444 -1.425 2.763 -0.162
O 0.803 3.567 1.893 -0.057
O -2.131 1.380 1.218 -0.133
O 1.240 0.725 -1.681 -0.055
N 2.775 -1.349 1.088 0.035
N 2.877 -1.602 -0.307 -0.083
N -2.668 -0.436 -2.037 0.159
N -1.513 -2.474 -0.657 0.083
N -1.886 2.281 -2.046 0.147
N 2.800 2.297 -1.153 -0.171
C -3.151 1.918 -1.857 -0.193
C -1.546 3.533 -1.749 -0.156
C -0.780 2.160 2.921 -0.104
C 3.372 -3.084 -2.116 -0.049
C -1.038 -4.800 -0.344 -0.089
C -3.243 2.777 2.700 -0.097
C -1.903 2.587 1.964 -0.267
C -2.058 -2.750 -1.839 -0.180
C -2.105 -4.048 -2.345 -0.020
C 3.504 -2.890 -0.608 -0.647
C -1.323 0.756 3.349 -0.115
C 0.570 2.367 2.175 -0.646
C -2.709 -1.621 -2.645 -0.475
C 3.861 1.578 -1.824 -0.051
C -3.745 4.089 -1.042 -0.093
C 2.836 -4.060 0.123 -0.048
C 4.977 -2.808 -0.215 -0.064
C 1.559 1.767 -1.127 -0.360
C -0.351 -0.447 3.566 -0.687
C -1.024 -3.477 0.072 -0.152
C 3.116 3.472 -0.371 -0.057
C -1.588 -5.084 -1.589 -0.087
C -4.116 2.802 -1.374 -0.022
C -3.719 1.310 2.866 -0.109
C -3.596 0.503 -2.220 -0.473
C -2.424 4.472 -1.234 -0.093
C -2.486 0.562 2.352 -0.272
H 0.855 2.371 -0.539 0.117
H -5.130 2.441 -1.270 0.107
H -2.075 5.465 -0.982 0.093
H -0.625 -5.574 0.288 0.094
H 4.787 1.704 -1.260 0.080
H 5.058 -2.572 0.846 0.068
H 5.484 -3.757 -0.412 0.071
H 5.470 -2.016 -0.782 0.073
H -2.645 -0.466 2.033 0.148
H 2.901 -3.923 1.203 0.078
H 2.321 -3.141 -2.411 0.084
H -2.555 -4.196 -3.316 0.104
H 2.722 -0.349 1.254 0.056
H 2.271 3.724 0.274 0.061
H -4.580 1.102 2.229 0.107
H 3.864 -4.008 -2.428 0.077
H 3.378 4.320 -1.015 0.077
H -1.622 3.393 1.293 0.136
H -3.938 3.355 2.088 0.095
H -1.752 0.887 4.347 0.136
H -0.616 -3.202 1.043 0.092
H 4.018 1.943 -2.845 0.082
H -1.615 -6.102 -1.960 0.092
H 1.783 -4.134 -0.156 0.061
H -4.469 4.787 -0.636 0.094
H -3.107 3.294 3.652 0.107
H -0.731 2.832 3.780 0.144
H 3.826 -2.244 -2.646 0.077
H 1.959 -1.772 1.528 0.057
H 3.605 0.520 -1.859 0.063
H -0.506 3.798 -1.917 0.096
H -3.967 1.048 3.895 0.105
H 3.324 -5.006 -0.134 0.075
H 1.983 -1.537 -0.792 0.078
H 3.964 3.259 0.285 0.087
```

## Properties
**E**: -2580.42556 a.u.
**2S+1**: 1
**Charge**: -2


# 3
C27H35KN6O8 as an isolated structure, computed with ωB97M-V with the def2-TZVPD basis set.

The geometry in XYZ format:
```
77
Properties=species:S:1:pos:R:3:lowdin_charge:R:1
K 0.229 -0.054 -0.579 0.769
O 3.266 -2.719 -4.605 -0.003
O 4.684 -0.390 -3.359 0.007
O 1.644 2.301 -1.678 -0.007
O -2.149 -0.003 -1.771 -0.167
O -2.603 1.744 2.235 -0.019
O -3.317 -2.190 1.728 -0.032
O -1.414 -1.286 0.964 -0.133
O -1.031 1.941 0.651 -0.136
N 0.737 0.375 2.532 0.024
N 0.019 -1.475 -3.870 0.140
N 1.522 3.547 0.229 -0.179
N 0.556 -0.962 2.997 -0.078
N 3.103 -0.953 -0.237 0.102
N 2.587 -1.289 -2.905 0.146
C -2.175 1.612 1.075 -0.651
C 0.727 -2.997 -5.569 -0.026
C -3.184 1.057 0.042 -0.107
C 4.393 0.006 1.538 -0.093
C -1.568 -2.377 -5.422 -0.088
C -4.033 1.201 -2.316 -0.106
C -1.221 -1.580 -4.342 -0.133
C -4.385 -0.309 -2.262 -0.108
C -3.242 -0.849 -1.381 -0.262
C 5.277 0.552 0.617 -0.096
C -2.779 1.242 -1.426 -0.262
C 0.761 -0.646 5.409 -0.069
C 1.977 2.524 -0.529 -0.365
C 3.765 -0.728 -2.609 -0.471
C 3.966 -0.447 -1.118 -0.199
C -0.158 -1.112 4.282 -0.631
C 2.430 -2.042 -3.997 -0.475
C 0.981 -2.167 -4.476 -0.182
C 5.065 0.317 -0.729 -0.028
C 3.322 -0.738 1.063 -0.154
C -2.670 -1.390 1.030 -0.651
C -1.488 -0.357 4.332 -0.045
C 0.478 4.409 -0.287 -0.052
C -0.565 -3.105 -6.047 -0.097
C -3.495 -0.476 0.092 -0.103
C 1.665 3.505 1.667 -0.067
C -0.430 -2.609 4.409 -0.052
H 0.711 3.225 2.123 0.083
H -0.905 -2.832 5.368 0.074
H -1.360 0.721 4.223 0.065
H 5.715 0.697 -1.504 0.105
H 6.117 1.153 0.947 0.092
H 0.283 -0.798 6.381 0.071
H -1.102 -2.929 3.609 0.080
H -4.111 1.599 0.244 0.140
H -3.789 1.515 -3.333 0.104
H 2.414 2.759 1.932 0.075
H 1.982 4.481 2.047 0.078
H -4.829 1.844 -1.939 0.104
H -2.973 -1.890 -1.551 0.162
H 2.598 -1.161 1.751 0.078
H -0.141 0.896 2.481 0.046
H 0.659 5.434 0.048 0.078
H -1.968 -0.997 -3.815 0.082
H -0.494 4.058 0.067 0.078
H -0.041 -1.390 2.285 0.069
H 0.504 -3.172 4.335 0.074
H 1.378 0.852 3.154 0.058
H 1.702 -1.200 5.386 0.072
H 0.501 4.367 -1.373 0.084
H 2.710 1.894 0.004 0.120
H -2.087 2.060 -1.604 0.153
H 0.983 0.421 5.317 0.063
H -0.790 -3.745 -6.893 0.090
H -1.984 -0.545 5.290 0.078
H -4.540 -0.647 0.348 0.136
H -5.362 -0.508 -1.822 0.106
H 1.563 -3.526 -6.004 0.102
H -4.357 -0.761 -3.255 0.095
H -2.597 -2.424 -5.756 0.087
H -2.148 -0.687 3.530 0.069
H 4.517 0.156 2.604 0.092
```

## Properties
**E**: -2580.44494 a.u.
**2S+1**: 1
**Charge**: -2


# 4
An isolated ion of composition C27H35N4O2S and charge +1 in a non-equilibrium geometry, computed with ωB97M-V with the def2-TZVPD basis set.

The geometry in XYZ format:
```
69
Properties=species:S:1:pos:R:3:lowdin_charge:R:1
S 3.445 -1.688 -1.905 1.111
O 4.858 2.597 5.399 -0.131
O -7.951 1.941 -0.725 -0.119
N 0.824 -1.749 -1.686 -0.001
N 3.478 1.515 3.229 -0.096
N 1.683 -3.608 -2.568 -0.079
N -5.305 1.301 -0.445 -0.081
C -1.567 1.394 -0.285 -0.011
C -7.613 0.618 -0.337 -0.181
C -3.955 0.977 -0.611 -0.216
C 5.211 3.049 4.103 -0.184
C 3.041 1.332 0.884 -0.014
C -2.904 1.811 -0.209 -0.005
C 4.101 2.829 3.086 -0.142
C 4.064 -4.142 -2.986 -0.235
C 2.602 -4.423 -3.351 -0.138
C 0.245 -3.733 -2.796 -0.085
C -7.065 2.957 -0.322 -0.192
C -0.320 -2.528 -2.117 -0.169
C -1.239 0.197 -1.009 -0.153
C 0.256 -0.230 -1.122 -0.032
C 0.638 -0.087 1.427 -0.016
C -6.243 0.260 -0.845 -0.163
C 2.349 0.709 -0.146 -0.089
C 4.436 -2.711 -3.056 -0.410
C -3.629 -0.237 -1.210 -0.013
C -2.314 -0.516 -1.562 -0.052
C 1.944 -2.384 -2.093 -0.569
C 1.116 0.045 0.095 -0.225
C -5.640 2.675 -0.670 -0.158
C 2.566 1.211 2.199 -0.203
C 1.415 0.428 2.471 -0.004
C 3.172 1.059 4.591 -0.151
C 4.410 1.249 5.459 -0.183
H 2.328 1.637 5.023 0.138
H -4.397 -0.945 -1.532 0.102
H 4.533 2.879 2.070 0.109
H 4.197 1.052 6.519 0.133
H 2.378 -5.492 -3.159 0.143
H 2.917 -0.019 4.613 0.130
H -3.155 2.787 0.206 0.107
H -1.003 -2.061 -2.847 0.112
H -2.218 -1.340 -2.262 0.076
H 0.106 -3.548 -3.884 0.144
H 5.380 4.133 4.186 0.133
H 5.446 -2.528 -2.692 0.087
H 3.309 3.593 3.201 0.138
H -7.607 0.501 0.755 0.131
H -0.856 2.107 0.189 0.135
H -5.945 -0.704 -0.394 0.132
H 4.012 1.795 0.672 0.112
H 0.703 0.038 -2.145 0.164
H -6.266 0.171 -1.948 0.141
H -7.409 3.872 -0.807 0.135
H 4.714 -4.699 -3.668 0.132
H -0.333 -0.489 1.705 0.122
H 2.426 -4.204 -4.448 0.149
H -5.458 2.958 -1.711 0.138
H 2.731 0.879 -1.192 0.102
H -0.860 -2.692 -1.187 0.140
H -0.217 -4.650 -2.396 0.147
H 1.139 0.185 3.486 0.097
H -8.357 -0.060 -0.779 0.135
H 4.303 -2.278 -4.058 0.099
H 4.195 -4.501 -1.970 0.123
H 5.188 0.547 5.117 0.129
H -5.022 3.333 -0.053 0.118
H 6.130 2.545 3.740 0.131
H -7.141 3.080 0.759 0.127
```

## Properties
**E**: -1817.18238 a.u.
**2S+1**: 1
**Charge**: +1


# 5
C27H35N4O7PSr as an isolated structure in a non-equilibrium geometry, computed with ωB97M-V with the def2-TZVPD basis set.

The geometry in XYZ format:
```
75
Properties=species:S:1:pos:R:3:lowdin_charge:R:1
Sr -1.049 -0.095 -1.779 1.488
P 0.977 -0.151 1.698 0.828
O -4.523 0.350 -2.655 -0.045
O 2.325 0.278 -2.764 -0.242
O 0.319 0.102 0.344 -0.464
O -0.207 1.629 -3.476 -0.162
O -1.559 -2.377 -2.962 -0.371
O -0.458 2.929 -0.194 -0.070
O -3.951 -0.335 -5.184 -0.149
N -0.490 -1.946 -3.551 -0.281
N -3.438 0.967 -2.046 -0.042
N 1.397 -0.589 -2.856 -0.257
N -1.490 2.259 -0.886 -0.072
C 2.307 1.026 2.036 -0.276
C -5.197 2.155 -0.700 -0.016
C 0.648 -4.171 -3.480 -0.065
C 2.877 1.728 0.964 -0.053
C -2.959 3.669 0.555 -0.012
C 1.587 -4.161 1.270 -0.065
C -1.499 1.781 4.263 -0.072
C -0.951 -0.341 5.320 -0.074
C 2.753 -4.394 2.008 -0.068
C 4.191 3.047 2.526 -0.074
C 0.649 -2.695 -3.345 -0.336
C 3.405 -3.325 2.627 -0.071
C 2.742 1.291 3.347 -0.088
C 2.983 -2.410 -2.279 -0.049
C 2.890 -2.033 2.516 -0.067
C 1.057 -2.875 1.172 -0.066
C 1.736 -1.910 -2.895 -0.322
C -1.523 0.937 5.385 -0.074
C 1.695 -1.798 1.814 -0.275
C -0.175 0.130 3.068 -0.267
C 3.682 2.295 3.590 -0.075
C -0.290 -0.753 4.159 -0.068
C -3.788 1.871 -1.123 -0.257
C 3.797 2.748 1.220 -0.064
C -0.853 1.364 3.098 -0.070
C -2.648 0.151 -5.526 -0.113
C -2.708 2.636 -0.509 -0.247
H -5.556 3.086 -1.173 0.106
H -2.477 1.063 -4.941 0.070
H 0.044 -4.661 -2.700 0.065
H 3.828 -1.761 -2.538 0.068
H 0.147 -1.759 4.107 0.112
H 2.874 -2.404 -1.185 0.067
H 4.203 3.332 0.386 0.115
H -4.284 -0.860 -5.934 0.111
H -1.989 1.279 6.305 0.104
H -5.844 1.323 -0.987 0.083
H 0.760 1.575 -3.580 0.036
H -2.600 0.391 -6.601 0.088
H 0.220 -4.468 -4.451 0.078
H -5.238 2.293 0.389 0.087
H -1.891 -0.607 -5.286 0.071
H 2.612 1.490 -0.068 0.109
H 0.246 2.253 -0.063 0.067
H 1.087 -4.990 0.760 0.114
H -0.453 2.544 -3.278 0.048
H -1.005 -1.013 6.183 0.110
H -1.972 2.767 4.297 0.107
H 3.425 -1.203 2.977 0.098
H -3.070 3.176 1.533 0.091
H -3.870 4.252 0.369 0.088
H 4.895 3.862 2.727 0.109
H 3.193 -3.435 -2.590 0.060
H 1.673 -4.557 -3.406 0.057
H 2.333 0.728 4.191 0.112
H 0.138 -2.704 0.604 0.114
H 4.009 2.488 4.616 0.108
H -2.109 4.354 0.639 0.086
H 4.323 -3.493 3.195 0.108
H -0.853 2.011 2.213 0.097
H -4.217 0.065 -3.575 0.071
H 3.157 -5.403 2.094 0.108
```

## Properties
**E**: -2167.46330 a.u.
**2S+1**: 1


# 6
A 9-piece molecular cluster, C27H36Cl8F24O5 overall in a non-equilibrium geometry, computed with ωB97M-V with the def2-TZVPD basis set.

The geometry in XYZ format:
```
100
Properties=species:S:1:pos:R:3:lowdin_charge:R:1
Cl 26.386 5.900 -10.557 0.494
Cl 19.230 6.548 -5.107 0.498
Cl 29.256 6.163 -9.844 0.475
Cl 14.564 -1.884 -14.239 0.471
Cl 19.203 9.166 -3.872 0.488
Cl 21.884 -8.339 -11.161 0.468
Cl 16.035 -4.417 -14.515 0.492
Cl 20.193 -6.332 -9.605 0.449
F 13.469 6.987 -11.173 0.091
F 11.460 6.564 -14.078 0.123
F 28.028 -2.557 -9.146 0.154
F 14.157 6.573 -13.109 0.118
F 32.521 -4.407 -11.997 0.171
F 9.119 4.863 -12.176 0.107
F 29.074 -4.180 -8.408 0.126
F 7.345 7.800 -12.528 0.139
F 28.597 -5.529 -11.017 0.141
F 32.134 -2.262 -12.367 0.172
F 8.791 5.808 -14.078 0.132
F 31.788 -5.083 -14.530 0.104
F 23.617 -2.439 -16.000 0.172
F 26.178 0.564 -15.620 0.195
F 25.948 3.137 -17.038 0.145
F 31.128 -3.031 -14.947 0.106
F 25.174 -4.299 -18.474 0.131
F 23.337 -2.348 -18.065 0.167
F 27.006 0.503 -17.589 0.154
F 25.702 -4.343 -16.356 0.087
F 24.796 2.205 -18.497 0.110
F 27.766 -3.694 -11.563 0.180
F 8.312 6.978 -10.844 0.177
F 12.248 8.470 -13.342 0.149
O 30.457 -3.803 -12.395 0.017
O 24.922 -0.268 -17.174 0.022
O 19.083 0.866 -11.292 -0.169
O 10.821 7.291 -11.988 0.042
O 18.241 3.299 -21.146 -0.137
C 25.245 2.068 -17.242 -0.351
C 13.062 6.475 -12.368 -0.300
C 24.708 -4.071 -17.256 -0.319
C 9.646 7.911 -12.527 -0.059
C 11.860 7.234 -12.951 -0.483
C 21.009 0.848 -10.174 -0.166
C 31.971 -3.782 -14.212 -0.294
C 28.645 -4.215 -10.770 -0.508
C 18.478 3.204 -19.741 -0.171
C 27.728 5.262 -9.589 -1.017
C 21.407 1.129 -11.640 -0.157
C 30.103 -3.710 -11.020 -0.059
C 8.430 7.125 -12.141 -0.523
C 20.042 0.996 -12.338 -0.204
C 18.089 4.634 -19.245 -0.181
C 24.209 -2.660 -17.133 -0.546
C 19.580 1.341 -10.043 -0.192
C 28.225 -3.820 -9.345 -0.409
C 8.400 5.780 -12.830 -0.360
C 25.366 -1.616 -17.195 -0.052
C 17.851 5.425 -20.478 -0.200
C 18.522 8.153 -5.156 -1.036
C 31.836 -3.520 -12.699 -0.522
C 20.281 -7.521 -10.986 -0.961
C 14.941 -3.474 -13.496 -1.013
C 25.884 0.713 -16.880 -0.549
C 17.407 4.386 -21.468 -0.223
H 27.873 4.193 -9.745 0.030
H 17.455 8.060 -4.954 0.026
H 30.792 -4.211 -10.341 0.142
H 27.303 -4.381 -9.191 0.171
H 9.634 8.944 -12.181 0.154
H 24.344 2.212 -16.645 0.170
H 21.019 -0.226 -9.989 0.115
H 25.865 -1.680 -18.162 0.145
H 20.082 0.053 -12.884 0.112
H 19.485 -8.252 -10.845 0.023
H 18.833 8.560 -6.119 0.024
H 19.425 2.420 -10.030 0.118
H 21.842 2.100 -11.878 0.104
H 20.053 -7.005 -11.919 0.021
H 16.966 6.023 -20.264 0.114
H 16.338 4.178 -21.416 0.120
H 30.079 -2.672 -10.688 0.139
H 32.977 -3.521 -14.541 0.168
H 18.931 5.129 -18.760 0.106
H 18.731 6.012 -20.741 0.121
H 22.085 0.363 -12.017 0.102
H 19.522 3.013 -19.493 0.112
H 27.513 5.410 -8.530 0.018
H 12.794 5.422 -12.283 0.173
H 26.072 -1.911 -16.419 0.143
H 17.252 4.461 -18.568 0.110
H 23.870 -4.719 -17.001 0.175
H 21.667 1.356 -9.470 0.106
H 7.425 5.295 -12.875 0.174
H 9.659 8.033 -13.610 0.145
H 18.945 0.863 -9.298 0.121
H 19.828 1.802 -13.040 0.112
H 13.972 -3.952 -13.348 0.025
H 15.444 -3.329 -12.540 0.025
H 17.846 2.442 -19.285 0.110
H 17.601 4.827 -22.446 0.120
```

## Properties
**E**: -7504.79212 a.u.
**2S+1**: 1
**SMILES**: FC(F)C(F)(F)COC(F)(F)C(F)F.FC(F)C(F)(F)COC(F)(F)C(F)F.FC(F)C(F)(F)COC(F)(F)C(F)F.C1CCOC1.C1CCOC1.ClCCl.ClCCl.ClCCl.ClCCl